Record 1
Entry from the Open Molecules 2025 dataset: 7 unconnected molecules or ions with the total composition C22H60F6N5O11S2 in a non-equilibrium geometry (the ωB97M-V functional and the def2-TZVPD basis).

## Properties
Net charge: +3
Lowest unoccupied orbital energy in eV: -7.18
ΔE to the lowest compared entry with this formula, charge and spin in eV: 0.000
Orbital gap in eV: 5.93
F_max in eV/A: 3.080
E_HOMO in eV: -13.1
DFT total energy in eV: -91708.4432

Element x y z (Å)
1 S 14.730461 20.211550 -10.870240
2 S 15.538875 14.070852 -11.829100
3 F 14.878517 17.602811 -11.212475
4 F 12.911400 18.473132 -11.774715
5 F 18.195245 13.579041 -11.771040
6 F 17.661146 15.531483 -12.557282
7 F 17.418675 13.762399 -13.750374
8 F 14.718014 18.656606 -13.035016
9 O 14.907309 16.252368 -15.943766
10 O 15.483746 12.639630 -11.564703
11 O 15.455390 14.896109 -10.636449
12 O 19.523154 11.065920 -10.704692
13 O 13.480657 13.159682 -6.801042
14 O 19.365204 16.612304 -9.581114
15 O 14.091733 20.126197 -9.559722
16 O 14.670463 14.576778 -12.872978
17 O 14.256630 21.202208 -11.810142
18 O 22.106442 12.607036 -13.710884
19 O 16.185915 20.161748 -10.792576
20 N 16.934196 17.214535 -8.939680
21 N 12.172967 12.475224 -9.361809
22 N 12.569171 15.829898 -14.283155
23 N 20.679401 11.493601 -16.957503
24 N 16.937670 10.000493 -10.683258
25 C 16.585055 15.398880 -7.345828
26 C 13.643249 16.719342 -16.340124
27 C 22.127397 12.208804 -15.054137
28 C 17.315085 14.253481 -12.505526
29 C 14.236404 18.631608 -11.781786
30 C 17.694005 8.325976 -8.992352
31 C 13.253523 13.068197 -5.407661
32 C 12.719704 14.130243 -7.544160
33 C 16.006298 17.083414 -16.324375
34 C 21.936394 14.001508 -13.443732
35 C 12.880049 13.766114 -9.001441
36 C 20.900669 11.381306 -10.881671
37 C 12.417070 14.859749 -9.954728
38 C 19.348221 9.854919 -9.968498
39 C 12.606513 15.738386 -15.781099
40 C 18.818659 15.661735 -8.717970
41 C 20.648955 16.329241 -10.099635
42 C 11.211381 15.800405 -16.332857
43 C 17.658101 16.294124 -7.960311
44 C 20.639540 12.111823 -15.575241
45 C 19.705817 11.412164 -14.606870
46 C 17.919035 9.750065 -9.512286
47 H 12.996668 14.736432 -15.983057
48 H 13.548462 16.642919 -17.427134
49 H 11.769203 15.250059 -14.010313
50 H 15.769879 18.143580 -16.233676
51 H 12.394504 16.700483 -13.767074
52 H 20.275833 13.112282 -15.806583
53 H 18.646991 11.599692 -14.788012
54 H 16.326307 10.797761 -10.475425
55 H 21.374885 16.105346 -9.312664
56 H 16.746824 16.933448 -15.535137
57 H 15.888096 16.101773 -6.889488
58 H 13.261438 15.053195 -7.340433
59 H 20.856895 10.487549 -17.042863
60 H 14.212722 13.087849 -4.889633
61 H 10.549441 14.999672 -16.002682
62 H 12.685152 12.187768 -5.107950
63 H 11.172771 12.516239 -9.154823
64 H 12.518564 11.654307 -8.851966
65 H 22.778045 14.614270 -13.756149
66 H 17.637495 17.799996 -9.401742
67 H 17.879885 7.609819 -9.797634
68 H 20.952650 12.394179 -11.275629
69 H 19.925284 10.363893 -14.406795
70 H 19.777381 9.055061 -10.582204
71 H 16.341351 9.176480 -10.736322
72 H 19.829867 11.912791 -13.644973
73 H 12.415820 12.232336 -10.324040
74 H 21.339776 10.780241 -11.684072
75 H 21.395982 11.960974 -17.523380
76 H 16.411920 16.750379 -17.277632
77 H 13.377918 15.372214 -13.821686
78 H 16.092348 14.797327 -8.114933
79 H 17.668943 10.500009 -8.766952
80 H 18.728055 14.616323 -9.027409
81 H 13.911273 13.543048 -9.275431
82 H 19.820104 11.618453 -17.503503
83 H 20.548186 15.492370 -10.798268
84 H 11.116368 15.825141 -17.416270
85 H 21.540722 11.310812 -10.001980
86 H 17.396508 10.250676 -11.560196
87 H 22.597796 12.994866 -15.652065
88 H 20.933800 14.317938 -13.746277
89 H 19.968901 9.894081 -9.066786
90 H 19.506027 15.571037 -7.859223
91 H 22.656741 11.261044 -15.127423
92 H 12.596299 14.720934 -11.022349
93 H 11.378640 15.156607 -9.805830
94 H 12.729075 13.924577 -4.970686
95 H 16.721032 8.243643 -8.518497
96 H 18.005155 16.903527 -7.128778
97 H 16.193233 17.806543 -8.549235
98 H 13.077635 15.708527 -9.768251
99 H 16.927846 14.649898 -6.634374
100 H 13.297064 17.725278 -16.080301
101 H 11.694842 14.153901 -7.171524
102 H 10.842576 16.772163 -15.979748
103 H 21.855967 14.075267 -12.358076
104 H 16.396057 16.686123 -9.635992
105 H 20.989296 17.233079 -10.599243
106 H 18.573307 8.099648 -8.386890

Atomic forces in eV per Å
0.4 1.5 0.0
0.4 0.8 0.2
-0.6 -1.4 0.5
0.0 -0.9 -0.4
0.1 0.0 0.5
0.0 0.0 0.3
-0.3 -0.1 -0.1
-0.8 -0.2 -0.4
-0.5 0.7 0.5
-0.2 -0.4 0.0
0.7 -0.4 0.1
-0.1 -0.2 0.7
-0.4 -0.6 -0.8
-0.7 0.1 -0.3
0.0 -0.6 -0.9
0.2 -0.7 -0.2
-0.4 -0.6 0.5
0.4 -0.3 0.1
-0.2 -1.1 0.0
-0.3 0.0 0.2
0.3 -0.8 0.6
-0.7 -1.2 1.3
-0.1 -0.3 -1.1
-0.1 0.4 0.9
0.0 -0.4 -0.7
-1.1 -1.0 -0.8
-1.3 1.1 0.1
-0.8 0.4 -0.4
1.7 2.5 0.7
0.9 0.6 -0.6
0.0 0.6 1.1
1.4 -1.0 1.1
0.2 -0.2 1.1
-0.7 -0.6 0.8
0.1 0.4 -1.2
0.2 0.3 -1.2
0.1 0.7 0.2
1.0 1.4 -0.3
1.2 -0.7 -0.9
1.4 0.2 2.5
0.0 -0.1 0.0
-0.6 1.5 0.3
-1.5 0.0 -0.5
0.5 -0.3 0.3
-0.2 0.5 0.5
-0.1 -1.1 -0.6
0.2 0.0 0.3
0.0 0.1 -0.2
0.1 0.0 0.1
-0.2 0.0 -0.6
0.3 0.5 -0.8
0.0 0.1 0.3
0.0 -0.4 -0.6
0.1 0.2 -0.2
-0.1 -0.2 0.1
0.2 -0.2 -0.2
-0.3 -0.4 0.3
-0.6 0.6 -0.4
0.3 0.0 0.6
0.1 -0.3 -0.2
0.2 0.0 0.3
0.1 -0.2 -0.3
-0.1 0.1 -0.6
0.1 0.4 0.6
-0.1 0.0 -0.4
-0.3 0.2 -0.3
-0.7 0.0 -0.2
-0.2 0.1 0.3
0.0 -0.1 -0.4
-0.7 -0.5 0.1
0.1 0.0 -0.6
0.3 0.0 0.0
-0.7 0.4 -0.2
0.0 -0.3 0.2
0.1 -0.1 0.1
-0.1 0.4 -0.2
0.3 0.3 -0.3
-0.2 0.3 -0.1
0.2 0.1 0.0
-0.6 0.2 -0.9
0.2 0.1 0.5
-0.2 0.2 0.4
0.3 0.0 -0.1
0.5 -0.1 0.0
-0.4 -0.1 0.3
0.1 -0.3 0.0
0.4 -0.3 -0.2
0.3 0.4 -0.7
-0.1 -0.1 0.1
0.4 -0.4 -0.2
0.0 -0.1 0.0
0.0 -0.8 0.1
0.0 0.0 0.1
-0.2 0.1 -0.5
0.2 -0.5 0.3
0.4 0.4 -0.4
0.4 0.4 0.4
-0.3 0.2 0.2
0.3 0.4 0.3
0.8 0.3 0.4
-0.2 0.2 -0.3
-0.6 -0.2 -0.2
0.4 -0.1 0.0
0.5 -0.3 -0.4
-0.1 -0.1 -0.2
-0.6 0.0 0.8

These are the Löwdin partial charges, in e, on atoms 1 to 2: S 0.456; S 0.509

=====

Record 2
Entry from the Open Molecules 2025 dataset: 8 unconnected molecules or ions with the total composition C22H60N2O8 in a non-equilibrium geometry (the ωB97M-V functional and the def2-TZVPD basis).

## Properties
SMILES: NC(N)=O.CC(C)O.CC(C)O.CC(C)O.CC(C)O.CC(C)O.CC(C)O.CC(C)O
Lowest unoccupied orbital energy in eV: 0.15
ΔE to the lowest compared entry with this formula, charge and spin in eV: 8.991
Orbital gap in eV: 8.98
F_max in eV/A: 12.795
E_HOMO in eV: -8.8
DFT total energy in eV: -43139.4040

Element x y z (Å)
1 O -0.973163 -0.523750 0.524185
2 O 1.415837 1.856250 -2.659815
3 O -0.237163 -0.263750 -3.034815
4 O 0.065837 0.189250 2.824185
5 O -0.577163 -2.500750 3.560185
6 O 1.192837 3.928250 -0.723815
7 O 2.487837 -1.814750 -0.289815
8 O -2.797163 -2.998750 -2.313815
9 N -0.123163 -2.028750 -1.525815
10 N 1.052837 -2.267750 -3.333815
11 C -1.409163 -3.002750 2.810185
12 C -3.109163 -4.073750 -0.281815
13 C 3.160837 5.265250 -0.764815
14 C 1.976837 0.256250 -0.071815
15 C -2.926163 -0.128750 -0.529815
16 C -1.734163 -4.493750 2.970185
17 C 2.771837 3.365250 -3.564815
18 C 1.003837 2.349250 -4.953815
19 C 1.384837 1.764250 3.826185
20 C -1.031163 2.081250 3.402185
21 C 2.327837 -1.020750 0.629185
22 C 1.940837 2.125250 -3.745815
23 C -1.179163 1.717250 0.037185
24 C 3.383837 -0.858750 1.616185
25 C 0.198837 -1.491750 -2.663815
26 C -2.648163 -2.104750 2.780185
27 C 0.055837 1.031250 3.723185
28 C 2.194837 4.256250 -0.066815
29 C -1.821163 0.381250 0.381185
30 C -2.956163 -4.121750 -1.798815
31 C 1.731837 4.636250 1.300185
32 C -4.227163 -4.690750 -2.426815
33 H -1.013163 2.749250 4.165185
34 H -0.460163 -0.210750 1.283185
35 H -2.353163 -0.492750 -1.413815
36 H 3.481837 3.235250 -2.756815
37 H 2.192837 4.244250 -3.415815
38 H -1.924163 2.486250 0.144185
39 H -0.825163 1.610250 -0.955815
40 H -1.998163 -4.739750 -2.008815
41 H 2.185837 1.194250 4.381185
42 H 2.695837 0.684250 -0.670815
43 H 1.763837 2.014250 2.840185
44 H 3.814837 -1.793750 2.054185
45 H -0.249163 -0.619750 3.127185
46 H 2.647837 1.359250 -3.990815
47 H -0.826163 -5.034750 2.755185
48 H -0.323163 2.069250 0.569185
49 H 1.105837 0.158250 -0.770815
50 H -2.314163 -1.099750 2.729185
51 H 1.486837 -1.383750 1.190185
52 H -2.293163 -3.493750 0.096185
53 H 0.399837 3.264250 -4.923815
54 H 4.092837 -0.249750 1.062185
55 H -3.250163 -2.223750 3.668185
56 H 2.532837 4.990250 1.906185
57 H 1.357837 -3.138750 -2.974815
58 H 1.674837 2.420250 -5.858815
59 H -5.060163 -3.967750 -2.309815
60 H -0.970163 -2.876750 1.838185
61 H 0.927837 5.386250 1.329185
62 H -2.006163 -2.554750 -2.012815
63 H 1.687837 -1.810750 -0.850815
64 H -3.637163 0.684250 -0.745815
65 H -4.083163 -3.616750 0.038185
66 H 1.244837 3.254250 -1.432815
67 H -4.085163 -4.950750 -3.433815
68 H 1.378837 2.678250 4.434185
69 H -0.717163 -1.433750 -0.872815
70 H 1.538837 1.027250 0.607185
71 H -2.071163 1.622250 3.423185
72 H -0.854163 2.723250 2.529185
73 H -3.146163 -5.113750 0.037185
74 H 0.223837 -3.083750 3.577185
75 H 0.375837 1.460250 -5.125815
76 H 3.023837 -0.242750 2.485185
77 H 0.051837 -3.010750 -1.308815
78 H 2.740837 5.781250 -1.618815
79 H -0.056163 0.384250 4.640185
80 H 4.075837 4.744250 -1.032815
81 H -3.450163 -0.941750 -0.039815
82 H -2.288163 0.540250 1.385185
83 H 1.301837 3.763250 1.808185
84 H -3.255163 -2.368750 1.992185
85 H 0.750837 1.191250 -2.933815
86 H -2.517163 -4.839750 2.290185
87 H -1.942163 -4.713750 3.985185
88 H -4.557163 -5.593750 -1.909815
89 H 2.767837 3.326250 -0.052815
90 H 3.416837 3.567250 -4.404815
91 H 1.555837 -1.842750 -4.168815
92 H 3.431837 6.013250 -0.009815

Atomic forces in eV per Å
5.9 -6.5 0.9
-5.6 -2.4 7.5
2.0 -5.4 1.4
1.4 -5.9 -9.1
8.6 2.8 8.2
-9.0 -1.8 -5.7
2.7 -9.0 -8.7
0.8 8.3 -3.9
-2.6 -0.3 3.4
1.4 2.0 -3.8
-7.6 -3.2 -7.3
-1.4 -0.5 -0.3
0.1 0.4 1.4
-4.0 2.0 1.9
0.8 1.0 -0.5
0.5 0.6 -0.5
1.5 0.0 -0.5
0.9 -0.7 -1.2
1.7 0.0 1.5
-1.3 -1.7 -0.1
-3.9 6.0 5.8
4.4 3.9 -7.9
-1.2 -0.1 -0.7
1.7 0.7 1.6
-0.7 5.1 -2.8
1.0 -0.9 1.8
-0.2 6.5 6.8
6.7 0.6 2.4
-6.4 6.2 1.3
-0.7 -7.1 2.8
-0.6 0.0 1.1
-0.5 -0.5 1.7
-0.2 2.2 2.6
1.1 -0.5 0.1
-1.1 0.4 0.0
-0.1 0.0 0.5
-0.7 0.7 0.4
-0.3 0.5 -0.4
0.2 0.4 -1.4
-1.3 -0.3 0.3
-0.8 0.0 -0.9
2.2 0.8 -1.0
0.0 0.0 -0.2
-0.3 0.6 -0.7
-0.6 -2.7 0.6
0.8 -1.0 -1.0
0.4 -0.5 -0.3
0.5 -0.4 0.9
0.7 -0.5 0.6
0.0 1.0 -0.3
-1.4 0.3 1.1
0.5 0.1 0.8
0.1 -0.2 0.3
1.1 -0.1 0.5
-0.1 0.0 0.6
0.7 0.3 0.6
0.4 -0.5 0.2
-0.7 0.0 0.8
0.6 -0.2 -0.2
-0.3 -0.5 -1.8
0.3 0.0 -0.5
0.2 0.3 0.0
0.8 0.0 0.4
0.3 -0.5 -0.4
0.8 -0.1 -0.4
0.4 0.3 0.5
0.1 -0.1 -1.5
-0.5 0.0 -0.3
1.2 -1.0 -0.3
0.8 -0.2 -0.2
1.2 0.5 -0.4
0.1 -0.9 -0.1
0.4 0.1 0.6
-0.6 1.0 0.3
-0.1 0.4 0.2
0.2 -0.5 -0.9
-0.1 0.6 -0.1
-0.2 -0.1 -0.2
-0.6 1.8 0.4
0.1 0.1 -0.3
0.0 -0.2 0.0
-0.4 0.3 -0.3
0.1 0.1 -0.2
-1.3 -0.3 -2.0
-0.5 -0.5 1.5
0.1 0.2 0.3
-0.7 -0.2 1.1
0.1 -0.1 0.0
1.2 -0.1 1.2
0.1 0.0 -0.7
-1.1 -1.1 1.7
0.2 0.1 -0.3

These are the Löwdin partial charges, in e, on atoms 1 to 2: O -0.050; O -0.014